Formula: C36H46BiFN8O9
Source: the Open Molecules 2025 dataset
Level of theory: ωB97M-V with the def2-TZVPD basis set

Atoms and positions in Å:
Bi 1.658 0.622 0.132
O 0.883 -1.305 3.977
C 1.191 -0.488 2.955
O 1.134 -0.919 1.750
C 1.638 0.800 3.216
C 1.769 1.376 4.500
C 2.315 2.613 4.646
C 2.754 3.301 3.481
C 2.609 2.746 2.250
N 2.036 1.498 2.076
C 3.013 3.375 0.983
O 3.585 4.569 0.943
O 2.807 2.791 -0.075
H 0.342 -2.032 3.642
H 1.438 0.802 5.355
H 2.426 3.065 5.620
H 3.206 4.279 3.598
H 3.728 4.935 1.826
F -4.033 4.804 0.316
C -3.992 3.608 -0.311
C -2.966 2.759 -0.025
C -2.843 1.542 -0.699
C -1.710 0.662 -0.411
O -0.850 1.002 0.433
C -1.686 -0.564 -1.139
C -2.675 -0.833 -2.032
N -3.702 -0.005 -2.323
C -4.648 -0.351 -3.364
C -6.038 -0.779 -2.990
C -5.061 -1.774 -3.544
C -3.807 1.207 -1.657
C -4.866 2.084 -1.920
C -4.977 3.298 -1.267
N -6.053 4.161 -1.565
C -6.391 5.301 -0.718
C -7.775 5.816 -1.141
N -8.542 4.667 -1.733
C -7.953 4.260 -3.064
C -6.432 4.391 -2.951
C -0.649 -1.641 -0.909
O -1.069 -2.772 -0.652
O 0.579 -1.305 -1.014
H -2.216 3.042 0.702
H -2.667 -1.767 -2.575
H -4.533 0.251 -4.258
H -6.859 -0.451 -3.613
H -6.261 -0.852 -1.934
H -5.186 -2.119 -4.559
H -4.679 -2.520 -2.860
H -5.622 1.789 -2.633
H -5.682 6.129 -0.794
H -6.419 4.979 0.321
H -7.726 6.581 -1.913
H -8.331 6.211 -0.295
H -9.534 4.887 -1.828
H -8.461 3.872 -1.096
H -8.371 4.915 -3.825
H -8.274 3.238 -3.251
H -6.112 5.388 -3.274
H -5.955 3.679 -3.617
N 4.226 -1.728 -0.797
C 5.069 -0.539 -0.935
C 4.649 0.286 -2.145
O 5.325 1.150 -2.609
O 3.417 0.000 -2.628
H 3.610 -1.816 1.078
H 4.522 -2.426 -1.469
H 3.092 -0.793 -2.157
H 6.142 -0.733 -0.988
H 4.902 0.103 -0.064
N 0.054 -6.035 0.905
C 1.510 -5.960 0.844
C 1.953 -4.569 1.259
N 1.193 -3.569 0.462
H -0.308 -6.779 0.324
H 0.238 -3.919 0.283
H -0.266 -6.212 1.849
H 1.823 -6.139 -0.187
H 2.025 -6.692 1.470
H 3.018 -4.406 1.105
H 1.729 -4.389 2.311
H 1.108 -2.645 0.896
H 1.598 -3.370 -0.456
C 6.175 -4.094 -0.761
C 6.461 -3.355 0.520
C 7.693 -3.512 1.148
C 7.972 -2.875 2.346
C 7.010 -2.071 2.935
C 5.775 -1.875 2.330
C 4.735 -1.012 2.996
C 5.515 -2.515 1.113
N 4.234 -2.350 0.487
H 6.800 -4.982 -0.835
H 6.391 -3.485 -1.644
H 5.131 -4.413 -0.813
H 8.434 -4.158 0.694
H 8.933 -3.013 2.823
H 7.220 -1.579 3.878
H 5.153 -0.524 3.875
H 3.875 -1.599 3.333
H 4.359 -0.228 2.330

Cartesian forces, eV/Å:
Bi 0.11 -0.18 -0.62
O -0.04 0.05 -0.09
C 0.01 -0.15 -0.03
O -0.08 0.02 0.15
C 0.15 0.27 -0.07
C -0.03 -0.10 -0.01
C 0.04 0.06 -0.08
C 0.03 0.09 0.17
C -0.14 -0.25 0.00
N 0.12 0.25 0.51
C 0.00 0.01 -0.26
O -0.02 0.00 0.16
O 0.09 0.05 0.20
H 0.03 0.01 0.02
H -0.01 0.00 -0.01
H 0.01 0.00 -0.01
H -0.01 -0.01 0.01
H 0.00 -0.01 -0.07
F 0.02 -0.03 0.02
C 0.00 0.08 -0.05
C 0.09 0.01 0.02
C -0.03 -0.02 0.00
C 0.13 0.10 0.04
O -0.23 -0.06 0.01
C -0.09 -0.07 -0.02
C 0.03 -0.01 -0.08
N -0.10 0.00 0.05
C 0.06 0.05 0.02
C -0.04 0.01 0.04
C -0.04 -0.06 -0.03
C -0.01 -0.09 -0.03
C -0.05 -0.02 -0.04
C 0.03 0.08 0.02
N -0.07 -0.07 -0.04
C -0.05 -0.04 -0.04
C -0.03 -0.04 0.01
N 0.04 0.00 0.01
C -0.02 0.02 0.03
C 0.07 0.08 0.04
C -0.01 0.10 0.00
O -0.14 -0.02 -0.16
O -0.07 0.08 0.11
H -0.01 -0.02 0.00
H -0.01 -0.01 0.02
H 0.03 -0.02 -0.02
H 0.02 -0.01 -0.01
H 0.02 0.00 -0.01
H -0.01 0.00 0.01
H 0.00 0.03 0.02
H 0.00 0.01 0.02
H 0.00 0.02 -0.01
H 0.01 -0.01 0.00
H 0.00 0.01 -0.01
H -0.02 0.00 0.01
H 0.02 0.02 -0.01
H -0.01 0.01 0.00
H -0.02 0.01 0.00
H 0.00 -0.01 0.00
H 0.01 0.01 -0.02
H 0.01 -0.03 0.02
N 0.03 -0.02 -0.06
C -0.06 -0.03 0.07
C -0.02 -0.01 -0.09
O -0.01 0.03 0.04
O 0.01 -0.04 0.06
H 0.00 0.05 -0.02
H -0.02 -0.05 0.03
H -0.01 0.05 0.01
H 0.01 -0.01 -0.05
H 0.03 -0.02 0.04
N -0.01 -0.02 0.05
C -0.04 -0.04 -0.03
C 0.13 0.12 -0.01
N 0.35 -0.35 -0.04
H 0.00 0.01 -0.03
H -0.12 0.15 -0.07
H -0.01 -0.02 0.00
H -0.01 -0.03 -0.01
H 0.05 -0.02 -0.01
H -0.06 0.00 0.03
H -0.05 0.00 0.02
H 0.02 0.04 0.16
H 0.02 -0.05 0.08
C 0.01 0.01 0.02
C 0.00 0.00 -0.04
C -0.01 0.00 0.01
C -0.01 0.00 -0.01
C 0.01 0.01 0.01
C -0.02 -0.02 0.00
C 0.00 0.02 0.03
C -0.05 0.03 0.02
N 0.06 -0.01 -0.07
H 0.00 0.00 0.00
H 0.00 0.00 0.01
H 0.01 -0.01 0.01
H -0.01 0.01 0.01
H -0.01 0.00 -0.01
H 0.00 -0.01 -0.02
H 0.00 0.00 -0.01
H -0.02 0.00 0.00
H -0.01 0.03 -0.01

## Properties
**LUMO energy (alpha / beta)**: -4.63 / -4.61 eV
**Molar mass**: 962.79 g mol⁻¹
**Orbital gap (alpha / beta)**: 5.974 / 5.723 eV
**HOMO level (alpha / beta)**: -10.6081 / -10.3364 eV
**Maximum force**: 0.66 eV Å⁻¹
**Net charge**: +2
**Relative energy (zero: lowest compared OMol25 entry of this formula, charge and spin)**: 0.597 eV